(1)
C5H10NO | ωB97M-V/def2-TZVPD

Structure (XYZ):
```
17
Properties=species:S:1:pos:R:3:forces:R:3:lowdin_charge:R:1
C 2.692 -0.020 1.597 0.9 -1.6 0.9 -0.05
C 1.676 0.558 0.995 -0.4 0.4 -0.5 -0.21
C 1.034 0.046 -0.246 -0.4 -0.4 0.3 -0.21
C -0.460 -0.299 0.040 0.4 0.3 -2.5 -0.39
N -1.209 0.797 0.612 0.3 0.4 1.0 0.02
C -1.090 -0.589 -1.419 -0.5 0.3 0.6 -0.52
O -2.422 -0.526 -1.443 -0.1 -0.5 0.1 -0.36
H 3.225 -0.864 1.156 -0.3 0.0 -0.4 0.04
H 2.936 0.011 2.657 0.1 1.0 -0.1 0.03
H 1.171 1.402 1.452 -0.2 -0.1 0.2 0.08
H 1.476 -0.903 -0.562 0.3 0.1 0.1 0.10
H 1.072 0.691 -1.126 0.0 0.4 0.2 0.09
H -0.477 -1.226 0.610 -0.3 0.1 0.4 0.12
H -1.761 1.219 -0.130 -0.1 -0.3 -0.2 0.06
H -1.904 0.419 1.242 -0.1 0.0 0.0 0.06
H -0.674 0.214 -2.085 0.5 -0.1 0.0 0.07
H -0.613 -1.551 -1.744 0.0 -0.1 -0.1 0.08
```
Positions in Å, forces in eV/Å.

Results
HOMO-LUMO gap: 6.3 eV
Charge: -1
SMILES: C=CC[C@@H](N)C[O-]


(2)
C3H3FP2 | ωB97M-V/def2-TZVPD

Structure (XYZ):
```
9
Properties=species:S:1:pos:R:3:forces:R:3:lowdin_charge:R:1
C -0.751 0.327 -0.588 0.1 0.2 0.2 -0.43
C 1.887 0.233 0.181 0.0 -0.3 -0.1 -0.98
C -1.517 -0.252 0.319 0.1 0.0 -0.2 -0.27
F -2.589 -0.985 -0.021 -0.1 -0.1 0.0 0.01
P 0.635 1.411 -0.101 0.0 -0.2 0.0 0.83
P 1.879 -1.451 -0.062 -0.1 0.4 0.1 0.71
H -0.991 0.249 -1.640 -0.1 -0.1 -0.1 0.07
H 2.820 0.677 0.521 0.1 0.1 0.0 -0.04
H -1.374 -0.210 1.392 0.0 0.0 0.0 0.11
```
Positions in Å, forces in eV/Å.

Results
HOMO-LUMO gap (spin up / spin down): 6.8 / 6.4 eV


(3)
CH6N2S2 | ωB97M-V/def2-TZVPD

Structure (XYZ):
```
11
Properties=species:S:1:pos:R:3:forces:R:3:lowdin_charge:R:1
H 0.537 0.739 1.113 0.5 -1.1 1.6 0.04
N 1.120 -0.035 1.556 0.4 1.3 -0.5 0.06
C 0.984 -0.983 0.735 -1.2 0.7 -2.7 -0.42
N 1.785 -2.053 0.448 0.6 -0.3 1.1 0.07
H 0.205 -0.819 -0.043 -0.1 -0.8 0.3 0.09
H 2.769 -1.978 0.346 0.7 0.6 0.7 0.08
H 1.483 -2.854 -0.041 -1.0 -0.4 -0.6 0.07
S -1.699 2.749 -0.334 0.0 -1.1 -1.3 0.21
S -2.456 0.803 -1.030 1.7 1.4 0.7 0.24
H -1.058 3.210 -1.483 -0.7 -0.6 0.8 -0.18
H -3.670 1.220 -1.267 -1.0 0.4 -0.2 -0.26
```
Positions in Å, forces in eV/Å.

Results
HOMO-LUMO gap: 8.8 eV
SMILES: [H]/N=C/N.SS


(4)
CH3NO3P | ωB97M-V/def2-TZVPD

Structure (XYZ):
```
9
Properties=species:S:1:pos:R:3:forces:R:3:lowdin_charge:R:1
C -0.559 1.002 -0.578 1.2 -1.9 -0.7 -0.20
N 0.100 -0.507 2.116 0.5 -1.0 -1.4 -0.14
O 1.873 -0.167 -0.824 1.6 0.1 0.6 -0.43
O 0.247 -1.564 2.660 -0.1 0.7 -0.2 -0.22
O -0.092 -1.751 -1.103 -0.6 -0.2 0.8 -0.43
P 0.523 -0.584 -0.415 -0.8 1.7 0.0 0.40
H -0.576 1.540 0.347 -0.4 0.1 0.6 -0.01
H -0.098 1.651 -1.362 -0.7 -0.8 0.4 0.03
H -1.419 0.380 -0.840 -0.7 1.2 -0.1 0.00
```
Positions in Å, forces in eV/Å.

Results
HOMO-LUMO gap (spin up / spin down): 6.8 / 7.1 eV
Charge: -1